Computed, not measured: a 2-piece molecular cluster, C4H5ClO overall at a distorted geometry, with wB97M-V/def2-TZVPD.

```
11
Properties=species:S:1:pos:R:3:forces:R:3
C 0.417598 -1.170745 -1.184850 2.6 -0.2 1.9
C -0.442464 -1.340105 -2.127957 0.4 0.4 -2.5
C 1.069662 -1.308396 0.057265 -0.4 2.0 -1.5
C 0.539425 0.832044 1.688002 0.0 -1.6 0.0
O 1.874131 -0.868325 -1.059028 -2.1 -1.2 0.8
Cl 1.311964 -2.604965 1.085041 0.4 -0.5 0.2
H -0.083989 -1.195148 -3.179542 -0.6 0.0 1.1
H -1.455624 -1.618063 -1.952111 -0.4 -0.2 0.2
H 1.533293 0.358051 1.665549 -0.4 1.2 0.0
H -0.184410 0.162493 2.172635 0.1 0.7 -0.2
H 0.206016 1.778522 1.245675 0.5 -0.6 0.1
```
Forces are in eV/Å.

The value obtained for the gap between HOMO and LUMO (spin up / spin down) is 8.8 / 8.4 eV. The value obtained for the total energy is -18792.510 eV. Its HOMO energy (spin up / spin down) is -8.53 / -8.80 eV. The calculation puts the molar mass at 104.5 g/mol. As for the spin multiplicity: 1.

Per-atom Löwdin charges, elementary charge units: C -0.294; C 0.063; C -0.717; C 0.080; O -0.001; Cl 0.734; H 0.096; H 0.060; H -0.019; H -0.007; H 0.005

***

Computed, not measured: C4H5ClOS as an isolated structure at a distorted geometry, with wB97M-V/def2-TZVPD.

```
12
Properties=species:S:1:pos:R:3:forces:R:3
C -0.501004 0.809212 0.179039 0.6 1.3 0.8
C 0.909051 0.846590 0.868902 0.4 1.5 -1.1
C 0.121475 -0.352307 -0.512626 -0.2 -2.2 -0.9
C -0.634099 -1.667520 -0.468937 0.1 -0.2 -0.5
H -1.357317 0.585791 0.808979 0.0 0.2 -0.1
H 1.527256 1.634836 0.356196 -0.4 -0.6 0.5
H 1.087916 0.863157 1.911995 -0.4 0.5 1.2
H 0.468817 -0.040900 -1.491005 -0.1 -0.3 -0.5
H -0.288509 -2.230573 0.436727 -0.6 0.2 -0.8
O 1.212903 -0.446998 0.396265 0.1 -0.2 -0.3
S -1.700157 -2.203581 -1.572381 0.7 0.4 0.9
Cl -0.846333 2.202292 -0.913153 -0.1 -0.5 0.6
```
Forces are in eV/Å.

The value obtained for the gap between HOMO and LUMO is 8.4 eV. The value obtained for the total energy is -29632.043 eV. Its HOMO energy is -9.09 eV. The calculation puts the molar mass at 136.6 g/mol. As for the spin multiplicity: 1.

Per-atom Löwdin charges, elementary charge units: C -0.566; C -0.174; C -0.471; C -0.585; H 0.113; H 0.126; H 0.108; H 0.137; H 0.089; O -0.086; S 0.703; Cl 0.607